Record 1
Molecular formula: C35H40ClN2O3PS
Method: DFT, ωB97M-V/def2-TZVPD

Structure (XYZ):
```
83
Properties=species:S:1:pos:R:3:mulliken_charge:R:1
H -1.2710 7.3853 0.9664 0.2587
N -0.4139 7.3266 1.5233 -0.7258
C -0.4585 6.3092 2.2843 0.8270
C 0.7509 6.0705 3.1743 -0.9937
C -1.6846 5.3508 2.2704 -1.8167
C -1.3913 4.1452 1.3648 0.2156
C -1.6786 4.2291 -0.0075 -1.1476
C -1.3823 3.1648 -0.8311 -0.4524
C -0.8047 1.9652 -0.3716 -0.9573
C -0.5379 1.8834 0.9936 1.1437
C -0.8363 2.9578 1.8666 0.7646
P -0.5109 2.8921 3.6971 0.2604
O -1.4621 1.6144 4.1940 -0.4433
Cl 1.4991 2.3921 3.9095 -0.2439
S 0.2024 0.3992 1.6833 -0.6206
C -0.1423 -0.7889 0.3809 1.0740
C -0.0690 -2.1261 0.7341 -1.4028
C -0.3217 -3.1329 -0.2020 1.3322
C -0.1790 -4.6076 0.2284 -0.6615
C 0.9212 -4.7564 1.3285 -1.2696
C 0.2650 -4.8608 2.7469 -0.4882
C 1.2215 -4.5488 3.8456 -0.5051
C 2.0590 -4.2673 4.6829 -0.1702
C -0.6759 -2.7362 -1.5020 0.7614
C -0.9473 -3.7910 -2.5759 -2.0758
C -0.7508 -1.3692 -1.8416 0.5808
C -1.1624 -1.0459 -3.2774 -0.8675
C -2.7111 -1.3027 -3.5586 -1.6140
C -3.5388 -1.5744 -2.3093 0.2542
C -3.7815 -0.5384 -1.4021 0.1978
C -4.5341 -0.7282 -0.2423 -0.7163
C -5.0465 -1.9844 0.0528 -0.3494
C -4.8331 -3.0439 -0.8311 -0.8814
C -4.1043 -2.8112 -1.9908 0.1037
C -0.4629 -0.3652 -0.9029 -0.8677
N -0.5250 0.9863 -1.3774 0.8923
C 0.7006 1.3896 -2.1246 -1.3493
C 2.0074 0.9781 -1.3936 -0.0504
C 3.2511 1.8026 -1.8523 -0.7391
C 4.4308 1.3508 -0.9362 -0.3873
O 5.5861 0.9957 -1.7250 -0.3731
C 6.0650 -0.2683 -1.4520 0.7037
C 6.5170 -0.6797 -0.0386 -0.7698
O 6.1298 -1.0623 -2.3573 -0.5452
H 1.5357 6.7870 2.8856 0.3832
H 1.1922 5.0659 3.0691 0.1439
H 0.5265 6.1983 4.2485 0.2543
H -2.5006 5.9422 1.8187 0.5153
H -1.9825 5.0688 3.2876 0.5085
H -2.1171 5.1687 -0.3560 0.3275
H -1.5873 3.2675 -1.9018 0.5403
H -2.2922 2.0389 4.4580 0.3577
H 0.2222 -2.3588 1.7606 0.3226
H -1.1474 -5.0172 0.5542 0.3073
H 0.2190 -5.1593 -0.6386 0.4578
H 1.6743 -3.9579 1.2673 0.5404
H 1.4795 -5.6999 1.1860 0.4891
H -0.5921 -4.1718 2.7711 0.3390
H -0.0405 -5.9112 2.8888 0.4078
H 2.8775 -4.1277 5.3628 0.4133
H -1.9014 -3.6570 -3.0941 0.1704
H -0.8082 -4.8140 -2.2056 0.3506
H -0.1619 -3.6579 -3.3507 0.3947
H -0.6195 -1.6890 -3.9895 0.4195
H -0.9942 0.0124 -3.5118 0.1797
H -2.8571 -2.0909 -4.3178 0.3641
H -3.1274 -0.3898 -4.0225 0.5050
H -3.4115 0.4815 -1.5650 0.2674
H -4.7348 0.0940 0.4496 0.4053
H -5.6375 -2.2071 0.9472 0.3716
H -5.2241 -4.0434 -0.6241 0.3856
H -3.9762 -3.6588 -2.6765 0.3633
H 0.6947 2.4737 -2.3284 0.6759
H 0.7107 0.9044 -3.1168 0.3426
H 2.1911 -0.0944 -1.5552 0.3576
H 1.8675 1.2347 -0.3276 0.1923
H 3.0074 2.8551 -1.6224 0.3177
H 3.5019 1.6495 -2.9101 0.3300
H 4.1026 0.4495 -0.3841 0.2646
H 4.6820 2.0996 -0.1662 0.2878
H 7.5100 -0.2725 0.2112 0.2665
H 6.5144 -1.7741 -0.0162 0.2887
H 5.8156 -0.2385 0.6903 0.3061
```

total charge: 0
E_LUMO: 0.1093 eV
Kohn-Sham gap: 0.2894 Ha
energy above the lowest of the compared OMol25 structures with the same formula, charge and spin: 120.7 kJ/mol
total energy: -78711.7677 eV


Record 2
Molecular formula: C36H54ClO31
Method: DFT, ωB97M-V/def2-TZVPD

Structure (XYZ):
```
122
Properties=species:S:1:pos:R:3:mulliken_charge:R:1
Cl -15.8875 7.6311 21.0712 1.0360
O -14.7237 7.3527 20.2375 -0.7706
O -15.5619 7.8905 22.4529 -0.1563
O -16.5721 8.7089 20.3955 -0.3245
O -16.6701 6.4115 21.0747 -0.4124
C -14.8525 4.4106 16.2492 -1.7032
C -16.1258 5.1585 16.5483 2.3364
C -15.9132 6.6707 16.8848 0.2881
O -16.6766 7.3564 15.9152 -0.3248
C -17.2484 6.4806 15.0374 0.5034
O -17.9399 6.8070 14.1349 -0.5734
O -16.9027 5.2222 15.3490 -0.4043
H -14.1524 4.4233 17.0858 0.3038
H -14.4180 4.8228 15.3370 0.4806
H -15.0553 3.3571 16.0446 0.3847
H -16.7162 4.6733 17.3251 -1.2431
H -14.8623 6.8926 16.6935 0.4770
H -16.2010 6.8639 17.9143 -0.5584
C -19.5822 12.0396 23.8373 -1.6451
C -18.1494 11.5825 23.9397 1.6868
C -17.4467 11.1535 22.6530 0.5744
O -16.1518 11.7299 22.7344 0.1780
C -16.1385 12.6794 23.6910 0.3189
O -15.2347 13.4128 23.9351 -0.5760
O -17.3261 12.7127 24.3360 -0.4760
H -19.8241 12.7486 24.6242 0.3727
H -20.2169 11.1528 23.8447 0.3332
H -19.7703 12.5696 22.8985 0.4088
H -18.0600 10.8406 24.7356 -0.6852
H -18.0000 11.4430 21.7583 0.2686
H -17.3343 10.0701 22.6326 -0.7715
C -20.6858 7.8199 19.2132 -1.4759
C -19.8896 7.0616 18.1705 0.7576
C -19.0574 5.8700 18.6474 0.6547
O -19.2234 4.9119 17.6195 -0.3027
C -20.3324 5.2374 16.8835 0.4050
O -20.8428 4.5104 16.1007 -0.5562
O -20.7717 6.4676 17.2181 -0.4455
H -19.9881 8.4154 19.8067 0.1602
H -21.2345 7.1696 19.8974 0.4017
H -21.3848 8.4765 18.6986 0.4244
H -19.2385 7.8078 17.7020 0.1862
H -19.3974 5.5168 19.6258 0.3064
H -18.0297 6.2116 18.7590 -0.6649
C -14.4842 10.1066 17.3980 -1.3659
C -15.8345 10.6074 17.8239 1.6701
C -15.8690 11.7746 18.8283 0.8057
O -16.6508 12.7666 18.1917 -0.3973
C -17.0764 12.3339 16.9853 0.5531
O -17.8045 12.9518 16.2805 -0.5682
O -16.5425 11.1404 16.6761 -0.4790
H -14.5687 9.3243 16.6440 0.2193
H -13.9458 9.6560 18.2362 0.1309
H -13.8623 10.9044 16.9845 0.4651
H -16.4519 9.7723 18.1523 -0.5925
H -14.8844 12.1339 19.1166 -0.1213
H -16.3491 11.3843 19.7287 -0.3944
C -19.3337 7.5961 23.0706 -0.4220
C -19.7946 7.4009 24.4955 0.4578
C -18.8117 6.6247 25.3934 -0.2728
O -18.5163 7.5470 26.4287 -0.3607
C -19.2282 8.6883 26.2987 0.7149
O -19.1621 9.6055 27.0481 -0.5255
O -19.9548 8.6492 25.1603 -0.3333
H -18.5771 8.3851 23.0366 -0.3744
H -20.1429 7.8732 22.3939 0.4132
H -18.8477 6.7284 22.6196 0.0908
H -20.7612 6.8939 24.4690 0.2785
H -17.8970 6.2927 24.9042 0.1427
H -19.3017 5.7346 25.7922 0.2869
C -15.3668 3.3357 20.3361 -0.8315
C -16.4196 2.2689 20.1415 0.2114
C -17.8462 2.8474 20.2109 0.3466
O -18.3953 2.5680 18.9113 -0.2874
C -17.4315 2.0588 18.1147 0.6487
O -17.5506 1.8891 16.9472 -0.5205
O -16.3182 1.7602 18.8217 -0.3908
H -14.3851 2.8484 20.4201 0.4158
H -15.4027 3.8129 21.3181 0.1883
H -15.3228 4.0453 19.5135 -0.0458
H -16.3671 1.5497 20.9593 0.3732
H -17.8809 3.9314 20.3176 -0.4722
H -18.4433 2.3721 20.9867 0.4276
C -12.9786 10.4402 23.0021 -1.0199
C -11.9704 10.7462 21.9241 0.4331
C -12.5264 11.5216 20.7320 0.4659
O -11.5832 12.5712 20.5334 -0.4439
C -10.7367 12.6440 21.5797 0.5969
O -9.9002 13.4704 21.7308 -0.5509
O -10.9806 11.6395 22.4589 -0.4210
H -13.4472 11.3583 23.3617 0.4059
H -12.6109 9.8060 23.8053 0.3945
H -13.8109 9.8832 22.5489 0.0461
H -11.5096 9.8113 21.5934 0.2614
H -13.5160 11.9317 20.9456 -0.1989
H -12.5806 10.9122 19.8324 -0.0474
C -12.6265 6.6857 23.4143 -1.6757
C -13.1215 5.3472 22.9141 1.8127
C -12.3051 4.7454 21.8042 -0.2356
O -12.0414 3.4043 22.1839 -0.3969
C -12.3806 3.2513 23.4893 0.5756
O -12.1488 2.2807 24.1340 -0.5583
O -13.0177 4.3445 23.9535 -0.4559
H -11.6290 6.6068 23.8615 0.4547
H -13.2132 7.0044 24.2797 0.1980
H -12.6581 7.4349 22.6273 0.2923
H -14.1833 5.4851 22.7001 -0.5762
H -11.3667 5.2806 21.6175 0.3338
H -12.7872 4.7910 20.8243 0.1592
C -15.6134 9.3308 25.8354 -0.9820
C -14.2962 9.5141 26.5513 0.4281
C -13.7342 10.9365 26.5192 -0.0293
O -13.4377 11.2208 27.8883 -0.4230
C -14.0469 10.3119 28.6816 0.5046
O -14.1652 10.4266 29.8567 -0.5466
O -14.5006 9.2672 27.9616 -0.4396
H -15.4915 9.4184 24.7512 0.0056
H -16.3830 10.0330 26.1598 0.3890
H -15.9628 8.3196 26.0484 0.3859
H -13.5951 8.7495 26.2126 0.1047
H -14.4519 11.6481 26.1155 0.2134
H -12.7938 10.9324 25.9736 0.2768
```

total charge: -1
E_LUMO: 1.5166 eV
Kohn-Sham gap: 0.3827 Ha
energy above the lowest of the compared OMol25 structures with the same formula, charge and spin: 0.0 kJ/mol
total energy: -114202.0009 eV


Record 3
Molecular formula: C37H29CrN8O6S
Method: DFT, ωB97M-V/def2-TZVPD

Structure (XYZ):
```
82
Properties=species:S:1:pos:R:3:mulliken_charge:R:1
Cr -0.0880 0.3325 0.1940 0.0194
C -1.3080 -2.1754 1.2969 -1.2485
N -0.0491 -1.4627 1.4754 -0.0161
C 0.2682 -1.0076 2.8239 -0.8934
C 1.1989 0.1572 2.7171 -0.0444
N 1.1484 1.0006 1.7123 1.1132
C 2.1093 1.9585 1.9529 0.3158
C 2.4803 3.0947 1.2399 -0.3862
C 3.4739 3.8873 1.7761 -0.9984
C 4.1076 3.5695 2.9792 -0.5273
C 3.7622 2.4418 3.6971 -1.0617
C 2.7516 1.6505 3.1727 0.6422
N 2.1510 0.4971 3.6266 -0.1563
C -1.8015 -1.9301 -0.0977 -0.0895
N -1.5039 -0.8462 -0.7718 1.5043
C -2.2074 -0.9130 -1.9503 -0.0778
C -2.2847 -0.0259 -3.0179 -0.1813
C -3.1014 -0.3853 -4.0690 -0.8035
C -3.8308 -1.5786 -4.0761 -0.5730
C -3.7683 -2.4692 -3.0244 -1.1621
C -2.9459 -2.1146 -1.9664 0.7236
N -2.6638 -2.7355 -0.7690 -0.0340
H -2.0508 -1.7544 1.9880 0.3413
H -1.2329 -3.2546 1.5008 0.5103
H 0.7229 -2.0180 1.1024 0.3308
H 0.7031 -1.7922 3.4634 0.4960
H -0.6601 -0.6485 3.2888 0.2533
H 2.0175 3.3404 0.2989 0.3067
H 3.7648 4.7849 1.2547 0.4580
H 4.8776 4.2240 3.3587 0.4018
H 4.2542 2.1846 4.6229 0.4210
H 2.3979 -0.0076 4.4620 0.2558
H -1.6914 0.8720 -3.0170 0.2247
H -3.1763 0.2664 -4.9244 0.4342
H -4.4559 -1.8075 -4.9263 0.4067
H -4.3265 -3.3928 -3.0230 0.4392
H -3.0463 -3.6140 -0.4585 0.2532
O 3.4912 2.9472 -2.6611 -0.6984
C 3.9713 1.6914 -2.6826 0.2718
C 5.2312 1.4595 -3.2321 -0.7374
C 5.7494 0.1818 -3.3008 -0.4939
C 5.0330 -0.8994 -2.8041 -1.0466
C 3.8137 -0.6751 -2.2093 -0.4367
C 3.2661 0.6060 -2.1334 0.2881
C 1.9845 0.7714 -1.4465 1.6836
O 1.5864 -0.1310 -0.6359 -0.4394
N 1.3070 1.9022 -1.5803 -1.6374
N 0.1654 1.8805 -0.8864 1.1058
C -0.6328 2.9108 -0.9653 -0.7078
C -1.8595 3.0367 -0.2519 1.0906
C -2.6794 4.1446 -0.5296 -1.1109
C -3.8760 4.3452 0.1143 -0.8512
C -4.2906 3.4521 1.0998 -0.5124
C -3.5120 2.3657 1.4124 -1.0159
C -2.2961 2.1077 0.7494 0.5244
O -1.6128 1.0608 1.0839 -0.0388
H 2.5566 2.9086 -2.3559 0.5322
H 5.7823 2.3080 -3.6091 0.4594
H 6.7169 0.0266 -3.7517 0.3971
H 5.4265 -1.9019 -2.8719 0.4272
H 3.2395 -1.4922 -1.8011 0.5624
H -0.3471 3.7231 -1.6344 0.3578
H -2.3366 4.8550 -1.2696 0.4208
H -4.4910 5.1959 -0.1328 0.3990
H -5.2164 3.6251 1.6278 0.4448
H -3.8087 1.6734 2.1874 0.4355
O 3.0869 -2.1944 -6.0275 -0.6982
S 1.7428 -2.4519 -5.5813 1.2311
O 0.8622 -3.0988 -6.5229 -0.7171
N 1.0547 -1.1276 -4.9273 -0.6800
C 0.8214 -1.2528 -3.6452 -0.1194
O 0.3298 -0.4066 -2.8881 -0.5875
C 1.2052 -2.6137 -3.1074 0.3180
C 1.0365 -3.0603 -1.8093 0.6112
C 1.4421 -4.3493 -1.4988 -0.9815
C 2.0160 -5.1648 -2.4642 -0.6705
C 2.1926 -4.7091 -3.7675 -0.7385
C 1.7737 -3.4310 -4.0611 -0.1182
H 0.6155 -2.3850 -1.0815 0.6182
H 1.3128 -4.7352 -0.4945 0.3885
H 2.3291 -6.1649 -2.1943 0.4081
H 2.6463 -5.3316 -4.5257 0.4643
```

total charge: 0
E_LUMO (spin up / spin down): -0.5800 / -0.6162 eV
Kohn-Sham gap (spin up / spin down): 0.2548 / 0.2554 Ha
energy above the lowest of the compared OMol25 structures with the same formula, charge and spin: 159.5 kJ/mol
total energy: -102305.8033 eV
spin multiplicity: 4


Record 4
Molecular formula: C24H25BrN3ORuS
Method: DFT, ωB97M-V/def2-TZVPD

Structure (XYZ):
```
56
Properties=species:S:1:pos:R:3:mulliken_charge:R:1
Ru 0.3905 0.0306 -0.1345 0.2133
C 4.2170 2.0876 3.3139 -0.6654
C 4.4022 0.5908 3.1157 -1.0659
N 3.1905 -0.1548 3.4528 0.2065
C 3.0878 -0.5915 4.8506 -0.6382
C 3.5551 -2.0270 5.0327 -1.2105
C 2.2162 -0.4247 2.5699 0.3767
S 2.4637 0.0981 0.9483 -0.1741
N 1.1934 -1.1327 3.0990 -0.0194
C 0.0856 -1.4635 2.4817 0.2992
O -0.3318 -1.1208 1.3266 -0.7169
C -0.8280 -2.3762 3.2410 0.4355
C -0.4645 -2.8464 4.5004 -0.2651
C -1.3092 -3.6897 5.2034 -0.7016
C -2.5268 -4.0707 4.6568 -0.3598
C -2.8957 -3.6067 3.4022 -0.8601
C -2.0496 -2.7645 2.6994 -0.1166
H 5.1308 2.6208 3.0502 0.3968
H 3.9709 2.3244 4.3501 0.3094
H 3.4123 2.4517 2.6748 0.0117
H 5.1944 0.2064 3.7602 0.4314
H 4.6859 0.3750 2.0895 0.5090
H 2.0595 -0.4754 5.1823 0.4553
H 3.7075 0.0907 5.4335 0.4513
H 2.8956 -2.7080 4.4960 0.2658
H 3.5535 -2.2968 6.0897 0.3440
H 4.5686 -2.1593 4.6502 0.4188
H 0.4848 -2.5412 4.9166 0.2859
H -1.0171 -4.0505 6.1810 0.4058
H -3.1879 -4.7266 5.2083 0.3875
H -3.8434 -3.9014 2.9710 0.4093
H -2.3362 -2.4028 1.7225 0.2148
N -1.4716 -0.5381 -0.9746 0.0059
C -2.5693 0.2863 -1.4284 0.3694
C -3.7430 -0.3351 -1.8320 -0.4023
C -4.8255 0.4164 -2.2534 -0.5583
C -4.7278 1.8003 -2.2626 -0.7077
C -3.5541 2.4125 -1.8612 -0.9320
C -2.4466 1.6699 -1.4441 0.1515
C -1.2140 2.3674 -1.0009 0.8463
C -0.8835 3.5810 -1.5977 -0.7468
C 0.2344 4.3036 -1.2050 -0.7541
C 0.9887 3.8745 -0.1259 -0.5653
C 0.6380 2.6903 0.5051 -0.5863
C -0.3952 1.8669 0.0335 0.3376
H -1.7975 -1.1705 -0.2467 0.2611
H -1.1458 -1.1053 -1.7582 0.4291
H -3.8000 -1.4177 -1.8196 0.4215
H -5.7377 -0.0741 -2.5655 0.3814
H -5.5705 2.4034 -2.5738 0.3963
H -3.4921 3.4924 -1.8460 0.4716
H -1.4753 3.9325 -2.4334 0.4598
H 0.5031 5.2047 -1.7412 0.3771
H 1.8458 4.4411 0.2142 0.4012
H 1.1775 2.3911 1.3901 0.4216
Br 1.2418 -0.0889 -2.4297 -0.5125
```

total charge: 0
E_LUMO (spin up / spin down): -0.0590 / -0.6366 eV
Kohn-Sham gap (spin up / spin down): 0.2733 / 0.2650 Ha
energy above the lowest of the compared OMol25 structures with the same formula, charge and spin: 61.1 kJ/mol
total energy: -115272.8552 eV
spin multiplicity: 2


Record 5
Molecular formula: C2H9N2O
Method: DFT, ωB97M-V/def2-TZVPD

Structure (XYZ):
```
14
Properties=species:S:1:pos:R:3:mulliken_charge:R:1
C -1.0646 -1.6876 1.0921 -0.1355
N -1.5229 -0.7642 0.3389 -0.1217
H -0.0191 -1.9395 0.9688 0.2470
H -1.6823 -2.1622 1.8079 0.3018
H -2.4954 -0.4997 0.4265 0.2533
H -0.8114 -0.3541 -0.3822 0.4085
N 1.3048 1.3361 0.4274 -0.4519
C 0.7823 1.2433 -0.9272 -0.4292
O 0.2764 -0.0664 -1.2925 -0.5673
H 0.5491 1.2033 1.1134 0.2240
H 2.1595 0.8186 0.6010 0.2550
H -0.1213 1.9614 -1.0217 0.3092
H 1.5655 1.5053 -1.7238 0.3547
H 1.0794 -0.5943 -1.4285 0.3522
```

total charge: +1
E_LUMO: -5.0331 eV
Kohn-Sham gap: 0.3301 Ha
energy above the lowest of the compared OMol25 structures with the same formula, charge and spin: 230.3 kJ/mol
total energy: -7239.9690 eV


> Among the records above, which one has the lowest total charge?

C36H54ClO31